Record 1
{
  "formula": "C28H25F5NO2Zr",
  "method": "wB97M-V/def2-TZVPD",
  "symbols": ["C", "C", "C", "H", "C", "C", "H", "C", "C", "C", "H", "C", "C", "H", "H", "H", "H", "H", "H", "Zr", "C", "C", "C", "H", "H", "H", "H", "H", "H", "C", "C", "H", "H", "O", "N", "C", "H", "C", "C", "H", "C", "H", "C", "H", "C", "H", "C", "H", "H", "H", "F", "C", "C", "F", "C", "F", "C", "O", "C", "F", "C", "F"],
  "positions_angstrom": [[2.166, -0.404, 2.395], [2.651, -0.949, 1.182], [2.555, 0.040, 0.192], [3.007, -1.954, 1.034], [1.994, 1.193, 0.784], [1.767, 0.918, 2.152], [1.724, 2.103, 0.278], [-0.822, -1.888, 2.336], [0.208, -2.626, 1.713], [-0.085, -2.718, 0.336], [1.071, -3.043, 2.200], [-1.322, -2.066, 0.108], [-1.765, -1.563, 1.344], [2.802, -0.082, -0.848], [1.304, 1.584, 2.857], [2.083, -0.924, 3.334], [-2.636, -0.956, 1.503], [0.525, -3.207, -0.404], [-0.880, -1.615, 3.375], [0.322, -0.453, 0.852], [-2.064, -1.936, -1.196], [-3.450, -2.569, -1.035], [-1.329, -2.637, -2.336], [-3.365, -3.551, -0.572], [-3.937, -2.690, -2.003], [-4.094, -1.959, -0.407], [-1.385, -3.718, -2.226], [-0.279, -2.358, -2.375], [-1.783, -2.379, -3.293], [-2.270, -0.449, -1.551], [-0.993, 0.252, -1.867], [-2.699, 0.078, -0.699], [-2.981, -0.364, -2.368], [0.031, 0.110, -1.167], [-0.904, 1.049, -2.949], [0.087, 2.071, -3.209], [-1.433, 0.707, -3.736], [1.480, 1.570, -3.517], [2.624, 2.188, -3.030], [2.563, 3.072, -2.410], [3.880, 1.693, -3.356], [4.758, 2.198, -2.977], [4.005, 0.572, -4.161], [4.985, 0.188, -4.412], [2.864, -0.054, -4.647], [2.951, -0.928, -5.278], [1.612, 0.444, -4.329], [0.726, -0.047, -4.716], [0.121, 2.761, -2.366], [-0.286, 2.657, -4.048], [-1.727, 2.975, 7.123], [-1.540, 2.435, 5.891], [-2.197, 2.958, 4.781], [-3.028, 4.019, 4.937], [-1.998, 2.401, 3.510], [-2.649, 2.938, 2.444], [-1.132, 1.309, 3.314], [-0.992, 0.856, 2.009], [-0.477, 0.791, 4.476], [0.374, -0.238, 4.465], [-0.687, 1.353, 5.738], [-0.046, 0.842, 6.822]],
  "forces_ev_per_angstrom": [[0.368, -0.167, 0.299], [0.391, -0.103, -0.090], [0.601, 0.191, -0.178], [0.108, -0.042, 0.018], [0.532, 0.423, 0.148], [0.760, 0.407, 0.028], [0.065, 0.156, -0.092], [-0.249, -1.047, 0.170], [-0.226, -0.789, 0.504], [-0.014, -0.533, -0.071], [0.041, -0.077, 0.061], [-0.368, -0.363, -0.007], [-0.410, -0.563, -0.148], [0.050, 0.053, -0.156], [0.125, 0.094, 0.047], [0.137, 0.013, -0.084], [-0.121, 0.052, 0.021], [0.061, -0.091, -0.067], [0.007, -0.108, -0.080], [-2.036, 2.309, 1.272], [-0.156, -0.045, -0.188], [-0.079, -0.034, 0.019], [0.078, 0.007, 0.011], [0.012, -0.065, -0.023], [0.003, 0.048, -0.030], [-0.069, 0.043, 0.103], [0.018, -0.056, 0.027], [0.148, 0.061, -0.083], [-0.072, -0.033, -0.050], [0.126, -0.307, -0.156], [0.495, 0.508, -1.531], [-0.113, 0.138, 0.111], [-0.027, 0.116, -0.153], [-0.001, 0.609, 0.486], [-0.883, -1.068, 0.325], [0.795, 0.452, 0.100], [-0.558, 0.531, 0.048], [-0.084, -0.497, -0.095], [-0.060, -0.018, -0.076], [-0.146, 0.078, 0.085], [-0.009, 0.049, 0.007], [0.052, -0.029, -0.004], [-0.004, -0.047, 0.006], [-0.011, 0.011, 0.002], [0.026, -0.053, -0.014], [0.015, 0.007, -0.015], [0.100, 0.092, 0.088], [0.036, -0.031, -0.028], [-0.067, -0.105, 0.135], [-0.089, -0.062, -0.034], [0.116, -0.452, -1.162], [-0.152, 0.375, 0.777], [-0.414, 0.434, -0.309], [0.731, -0.963, -0.189], [-0.182, 0.299, 0.337], [0.584, -0.484, 0.872], [0.309, -0.563, -1.504], [0.989, 0.068, 1.566], [-0.977, 1.129, 0.020], [0.116, -0.297, -0.326], [0.153, -0.089, 0.347], [-0.576, 0.424, -1.098]],
  "orbital_gap_ev": 7.73,
  "total_charge": 1,
  "e_tot_ev": -49890.9229,
  "e_homo_ev": -11.11
}

Record 2
{
  "formula": "C4H11NO",
  "method": "wB97M-V/def2-TZVPD",
  "symbols": ["C", "C", "C", "O", "C", "N", "H", "H", "H", "H", "H", "H", "H", "H", "H", "H", "H"],
  "positions_angstrom": [[0.728, 0.548, 0.180], [-0.538, 0.890, -0.517], [-1.622, 1.202, 0.449], [-0.882, -1.379, 0.461], [1.259, -0.685, -0.451], [2.519, -1.031, -0.210], [0.530, 0.345, 1.234], [1.421, 1.388, 0.282], [-0.407, 1.522, -1.402], [-1.294, 1.790, 1.312], [-1.857, 0.161, 0.802], [-2.429, 1.776, -0.006], [-0.905, -0.045, -0.961], [0.690, -1.577, 0.134], [0.902, -0.742, -1.494], [2.707, -1.914, -0.695], [-0.821, -2.249, 0.882]],
  "forces_ev_per_angstrom": [[0.441, 0.770, 1.242], [-0.558, -0.138, -1.442], [-0.714, 0.135, 0.793], [2.797, -2.569, 0.108], [3.418, 2.833, -1.626], [-1.339, -1.212, 0.812], [-0.185, -0.216, -0.122], [0.383, -0.194, -0.749], [0.127, 0.622, 0.456], [0.143, 0.002, -0.080], [-0.735, 1.552, 0.075], [-0.344, -0.438, 0.039], [0.224, 0.344, -0.314], [-3.218, -0.672, 0.917], [-0.343, -1.135, 0.291], [0.386, 0.353, -0.513], [-0.483, -0.040, 0.111]],
  "orbital_gap_ev": 7.62,
  "total_charge": 0,
  "e_above_lowest_kj_mol": 596.7,
  "e_tot_ev": -7858.3692,
  "e_homo_ev": -9.61
}

Record 3
{
  "formula": "C5H12O",
  "method": "wB97M-V/def2-TZVPD",
  "symbols": ["C", "C", "C", "C", "O", "C", "H", "H", "H", "H", "H", "H", "H", "H", "H", "H", "H", "H"],
  "positions_angstrom": [[-2.587, 0.348, -0.441], [-1.078, 0.326, -0.637], [-0.342, 0.376, 0.694], [1.683, -1.572, 0.499], [2.489, -0.574, 0.637], [2.587, 0.460, -0.160], [-2.914, -0.534, 0.122], [-3.126, 0.369, -1.393], [-2.873, 1.233, 0.139], [-0.761, 1.180, -1.250], [-0.790, -0.573, -1.204], [-0.661, 1.234, 1.292], [-0.532, -0.525, 1.287], [1.596, -2.238, 1.344], [1.090, -1.657, -0.407], [3.314, 1.199, 0.131], [0.729, 0.567, 0.510], [2.175, 0.381, -1.162]],
  "forces_ev_per_angstrom": [[-0.115, 0.007, -0.017], [-0.017, 0.042, -0.056], [-0.037, 0.269, 0.045], [-0.294, -0.809, -0.305], [0.607, 0.170, 0.537], [0.388, 0.210, -0.570], [0.013, 0.128, -0.097], [0.023, -0.017, 0.124], [-0.029, -0.122, -0.117], [-0.110, -0.083, 0.057], [-0.046, 0.161, 0.139], [-0.214, 0.000, -0.076], [0.104, 0.233, -0.100], [0.146, 0.046, -0.122], [0.132, -0.041, 0.161], [0.035, -0.125, -0.019], [-0.616, -0.122, 0.287], [0.030, 0.054, 0.128]],
  "orbital_gap_ev": [8.19, 8.37],
  "total_charge": 0,
  "e_above_lowest_kj_mol": 412.7,
  "e_tot_ev": -7423.0344,
  "e_homo_ev": [-7.44, -7.53]
}

Record 4
{
  "formula": "C6H17N3",
  "method": "wB97M-V/def2-TZVPD",
  "symbols": ["C", "C", "C", "C", "C", "H", "H", "H", "H", "H", "H", "H", "H", "H", "H", "H", "H", "C", "N", "N", "N", "H", "H", "H", "H", "H"],
  "positions_angstrom": [[1.031, -0.510, -0.091], [-0.609, 1.101, 1.079], [1.326, -1.501, -1.193], [1.519, -0.954, 1.257], [0.275, 2.312, 1.043], [1.296, 0.501, -0.372], [-0.525, 0.493, 1.974], [-1.645, 1.333, 0.839], [0.924, -2.481, -0.934], [2.412, -1.568, -1.321], [0.908, -1.193, -2.148], [1.668, -0.126, 1.946], [0.791, -1.643, 1.694], [2.466, -1.492, 1.155], [0.090, 2.974, 1.900], [1.338, 2.050, 1.095], [0.117, 2.905, 0.139], [-1.747, -0.201, -1.140], [-1.180, 0.750, -2.037], [-0.851, -0.772, -0.056], [-1.331, -1.610, 0.769], [-2.322, -1.378, 0.969], [-0.515, 0.342, -2.678], [-0.748, 1.524, -1.551], [-2.068, -1.078, -1.709], [-2.621, 0.223, -0.628]],
  "forces_ev_per_angstrom": [[-2.136, -1.872, -0.563], [-0.767, 0.272, 0.231], [0.418, 0.038, 0.096], [-0.111, 0.134, 0.026], [0.182, -0.046, -0.038], [-0.494, 0.093, 0.051], [-0.051, -0.070, -0.059], [-0.074, -0.006, 0.166], [0.127, 0.005, -0.011], [-0.022, -0.135, -0.035], [-0.056, 0.021, -0.037], [-0.020, 0.034, -0.023], [-0.062, -0.017, -0.035], [-0.053, 0.035, -0.098], [-0.023, 0.006, -0.070], [0.010, 0.040, -0.030], [0.051, 0.070, -0.002], [0.506, -0.428, 0.157], [0.086, -0.032, 0.199], [2.164, 2.188, -0.275], [-0.042, -0.295, 0.448], [0.350, -0.097, -0.200], [-0.028, 0.017, 0.056], [-0.025, 0.064, 0.046], [-0.069, 0.087, 0.013], [0.139, -0.105, -0.013]],
  "orbital_gap_ev": [7.81, 7.51],
  "total_charge": 0,
  "e_above_lowest_kj_mol": 553.2,
  "e_tot_ev": -10962.4733,
  "e_homo_ev": [-6.91, -6.61]
}

Record 5
{
  "formula": "C27H32N6",
  "method": "wB97M-V/def2-TZVPD",
  "symbols": ["C", "N", "C", "C", "C", "C", "C", "C", "C", "C", "N", "C", "N", "C", "C", "H", "H", "H", "H", "H", "H", "H", "H", "H", "H", "H", "C", "C", "C", "N", "N", "N", "C", "C", "C", "C", "C", "C", "C", "C", "C", "C", "C", "C", "H", "H", "H", "H", "H", "H", "H", "H", "H", "H", "H", "H", "H", "H", "H", "H", "H", "H", "H", "H", "H"],
  "positions_angstrom": [[0.791, 3.395, 3.936], [-0.615, 3.064, 4.063], [-1.280, 3.707, 5.180], [-1.242, 2.145, 3.216], [-1.290, 0.781, 3.567], [-1.858, -0.135, 2.699], [-2.341, 0.273, 1.444], [-2.947, -0.643, 0.471], [-3.926, -1.527, 0.908], [-4.587, -2.403, 0.015], [-5.170, -3.082, -0.742], [-4.320, -1.644, 2.282], [-4.710, -1.713, 3.391], [-2.270, 1.627, 1.091], [-1.741, 2.560, 1.959], [1.260, 2.877, 3.089], [0.928, 4.482, 3.810], [1.325, 3.116, 4.860], [-2.334, 3.401, 5.188], [-0.788, 3.399, 6.122], [-1.202, 4.807, 5.081], [-0.894, 0.476, 4.544], [-1.847, -1.196, 2.947], [-2.989, -0.322, -0.587], [-2.619, 1.929, 0.106], [-1.727, 3.621, 1.715], [-1.498, -2.164, -4.274], [-1.555, -0.865, -3.472], [-1.423, 0.357, -4.363], [-0.392, -0.784, -2.589], [0.705, -0.238, -3.074], [1.645, -0.485, -2.146], [2.978, 0.123, -2.454], [2.760, 1.610, -2.616], [3.471, -0.482, -3.750], [1.142, -1.108, -1.062], [2.021, -1.448, 0.050], [2.887, -2.560, -0.044], [3.805, -2.828, 0.975], [3.860, -1.987, 2.097], [2.997, -0.886, 2.200], [2.049, -0.635, 1.202], [-0.232, -1.291, -1.321], [-1.334, -1.680, -0.543], [-2.375, -2.252, -4.935], [-0.585, -2.158, -4.893], [-1.468, -3.033, -3.603], [-2.418, -0.833, -2.805], [-2.189, 0.340, -5.149], [-1.558, 1.267, -3.761], [-0.416, 0.383, -4.815], [3.619, -0.124, -1.602], [3.678, 2.113, -2.936], [1.986, 1.755, -3.381], [2.420, 2.064, -1.686], [4.387, 0.016, -4.086], [3.669, -1.548, -3.638], [2.692, -0.349, -4.514], [2.839, -3.192, -0.925], [4.466, -3.695, 0.907], [4.574, -2.194, 2.910], [3.052, -0.229, 3.069], [1.353, 0.196, 1.264], [-1.123, -1.918, 0.513], [-2.100, -2.253, -1.105]],
  "forces_ev_per_angstrom": [[-0.247, -0.085, 0.083], [0.514, 0.872, 0.355], [0.134, -0.373, -0.337], [-0.090, -0.583, -0.713], [-0.172, 0.654, 0.011], [0.176, -0.294, -0.584], [0.390, 0.610, 0.023], [-0.925, 0.953, -1.161], [0.354, -0.478, 0.491], [-1.426, -1.012, -1.704], [1.193, 1.121, 1.276], [-0.778, -0.204, 2.339], [0.977, 0.130, -2.637], [0.092, -0.312, -0.129], [0.205, -0.136, 0.937], [-0.244, 0.124, 0.219], [0.037, -0.161, -0.087], [0.099, -0.013, -0.150], [0.304, 0.201, 0.145], [-0.324, 0.222, -0.052], [-0.158, -0.321, 0.173], [-0.143, 0.096, -0.489], [-0.144, 0.238, 0.026], [-0.484, 0.251, 1.307], [-0.048, -0.003, 0.156], [0.111, -0.236, 0.010], [0.008, -0.141, 0.003], [0.473, 0.195, -0.197], [-0.600, 0.431, -0.422], [0.855, -0.026, 0.537], [1.847, -1.083, 1.062], [-1.556, 0.989, -1.788], [-0.394, -0.317, 0.197], [-0.090, 0.447, 0.003], [0.128, -0.200, -0.313], [-0.088, 0.215, -0.293], [0.560, -0.459, 1.160], [-0.068, 0.609, 0.317], [-0.252, 0.270, 0.201], [-0.033, 0.060, -0.016], [-0.138, -0.309, -0.145], [0.516, -0.503, -0.424], [-0.464, 0.505, 0.241], [0.148, -1.656, 0.794], [0.306, 0.044, 0.282], [-0.333, -0.048, 0.185], [-0.046, 0.154, -0.203], [-0.100, 0.044, -0.241], [0.175, 0.023, 0.172], [0.076, -0.152, -0.256], [-0.755, -0.001, 0.031], [-0.079, 0.061, -0.152], [-0.103, -0.149, 0.083], [0.297, 0.132, 0.186], [-0.015, 0.035, -0.009], [-0.172, -0.105, 0.125], [0.022, -0.012, -0.049], [0.327, -0.030, 0.132], [0.002, 0.027, 0.090], [-0.219, 0.305, 0.001], [-0.387, 0.134, -0.529], [-0.043, -0.207, -0.186], [0.097, -0.028, 0.119], [0.129, -0.665, -0.958], [0.569, 0.155, 0.755]],
  "orbital_gap_ev": 6.52,
  "total_charge": 0,
  "e_above_lowest_kj_mol": 599.7,
  "e_tot_ev": -37454.0874,
  "e_homo_ev": -6.53
}

Record 6
{
  "formula": "C2H10NOS2",
  "method": "wB97M-V/def2-TZVPD",
  "symbols": ["N", "C", "C", "S", "S", "H", "H", "H", "H", "H", "H", "H", "H", "H", "H", "O"],
  "positions_angstrom": [[-1.504, 0.545, 0.351], [-0.263, -0.010, 1.098], [0.944, 0.122, 0.233], [2.321, -1.146, 0.375], [1.226, -2.899, 0.418], [-1.267, 1.032, -0.542], [-1.962, 1.254, 0.918], [-2.102, -0.232, 0.100], [-0.565, -1.010, 1.376], [-0.162, 0.564, 2.010], [0.766, -0.067, -0.801], [1.372, 1.113, 0.305], [1.236, -3.004, 1.755], [-0.106, 1.993, -2.734], [0.344, 0.561, -2.638], [-0.277, 1.184, -2.223]],
  "forces_ev_per_angstrom": [[0.979, 0.687, -0.277], [-0.652, 0.353, -0.010], [1.195, -1.084, -0.430], [-0.519, 0.183, 0.755], [0.311, 0.395, 0.011], [0.393, -0.487, 0.204], [-0.498, -0.338, 0.145], [-0.539, 0.022, 0.103], [0.352, -0.358, -0.116], [-0.037, 0.161, 0.140], [-0.870, 0.233, -0.316], [0.323, 0.120, 0.099], [-0.103, -0.191, 0.014], [-0.321, -0.079, 0.222], [-0.373, 0.058, 0.167], [0.359, 0.326, -0.710]],
  "orbital_gap_ev": 9.27,
  "total_charge": 1,
  "e_above_lowest_kj_mol": 68.7,
  "e_tot_ev": -27437.5806,
  "e_homo_ev": -12.72
}